# 1
Entry from the OMol25 dataset: a structure of composition C12H30B2BaF8O6 (ωB97M-V/def2-TZVPD).

```
59
C12H30B2BaF8O6 ωB97M-V/def2-TZVPD
Ba -20.49440 3.30504 -1.18325
B -18.34900 0.82827 -1.26242
F -17.73579 -0.28080 -1.85739
F -19.67262 0.63664 -1.00003
F -17.69749 1.23246 -0.11709
F -18.16536 1.90641 -2.12095
B -20.84057 5.60007 0.67749
F -19.81778 5.04901 1.45275
F -21.84754 4.67450 0.52781
F -21.23229 6.73589 1.41390
F -20.34951 5.92620 -0.56003
C -22.74110 0.25659 -1.06378
O -22.70819 1.62055 -0.76448
C -23.03191 1.90402 0.56772
C -21.96930 1.61915 1.71495
O -20.69551 2.19560 1.37649
C -19.65002 1.88113 2.29419
H -22.17340 -0.30988 -0.32558
H -22.27351 0.14150 -2.04164
H -23.74683 -0.16275 -1.03597
H -23.87085 1.32939 0.96025
H -23.30154 2.95408 0.68068
H -21.83230 0.57075 1.97990
H -22.30519 2.18686 2.58268
H -19.75684 2.30789 3.29146
H -18.63327 2.08833 1.96040
H -19.60030 0.80728 2.47436
C -23.61294 5.35115 -1.72642
O -22.83317 4.38123 -2.29489
C -23.51091 3.49443 -3.22550
C -22.59799 2.84393 -4.15703
O -21.43111 2.21097 -3.52876
C -20.65501 1.39194 -4.45117
H -23.02316 6.00855 -1.08760
H -24.46584 4.90901 -1.21147
H -23.86564 5.93969 -2.60837
H -24.20909 4.02078 -3.87635
H -24.09900 2.71455 -2.74173
H -22.35029 3.63796 -4.86149
H -23.04717 1.96091 -4.61157
H -20.41785 2.02545 -5.30588
H -21.21027 0.48111 -4.67517
H -19.72718 1.15008 -3.93277
C -17.35584 5.17698 -0.53590
O -18.10142 4.65884 -1.63715
C -17.66039 5.07035 -2.97945
C -18.60655 4.62221 -3.98977
O -20.00531 4.86998 -3.74613
C -20.47378 6.18588 -4.01382
H -17.52703 6.23990 -0.36560
H -16.29517 4.92925 -0.57720
H -17.66807 4.76101 0.42201
H -16.71774 4.53318 -3.08410
H -17.60863 6.15480 -3.07634
H -18.51243 3.54060 -4.08657
H -18.24714 5.00001 -4.94695
H -20.05983 6.87429 -3.27703
H -21.55120 6.23379 -3.85584
H -20.16461 6.48404 -5.01563
```

Results
Gap between HOMO and LUMO = 10.26 eV
Max |F| = 4.118 eV/Å
Energy relative to the best compared isomer or geometry (same formula, charge and spin) = 28.6 kcal/mol
Calculated total energy = -49014.99559 eV

---

# 2
Entry from the OMol25 dataset: a structure of composition C12H30BGaNO2Sn (ωB97M-V/def2-TZVPD).

```
48
C12H30BGaNO2Sn ωB97M-V/def2-TZVPD
C -3.04395 -3.11383 2.00818
C -3.48391 -1.64247 1.70379
C -3.50138 -1.33575 0.16090
C -2.09464 -0.72983 -0.27290
C -2.34886 0.69453 -0.87205
C -1.17732 1.74530 -0.67420
Ga 0.69702 0.99837 -0.20871
C 1.25410 -0.41383 -1.59163
C 2.48310 -1.29997 -1.19209
O 2.28932 -2.07300 -0.03726
C 1.14138 -2.91250 -0.12605
C 1.42325 -4.36264 0.40304
B 2.08159 2.59956 -0.34615
O 3.39799 2.28776 -0.81208
N 1.62150 3.95268 0.02372
C 2.43662 5.02228 -0.60588
C 1.76812 4.13787 1.51107
H -3.44566 -3.84526 1.28365
H -3.35974 -3.44948 3.01631
H -1.93580 -3.18390 2.00417
H -2.77823 -0.98502 2.25196
H -4.48517 -1.50240 2.15520
H -3.70755 -2.30113 -0.33789
H -4.34068 -0.65189 -0.05207
H -1.47945 -0.73300 0.63732
H -1.72818 -1.40618 -1.08493
H -3.26959 1.15213 -0.45279
H -2.56846 0.60564 -1.99233
H -1.42360 2.52542 0.06623
H -1.07246 2.29265 -1.65990
H 0.78076 0.44574 1.30297
H 0.31664 -1.04039 -1.82708
H 1.52780 0.14669 -2.53578
H 2.83766 -1.90669 -2.05761
H 3.30924 -0.59579 -0.96964
H 0.74998 -3.03043 -1.15802
H 0.38240 -2.47837 0.56249
H 2.10708 -4.36494 1.26620
H 1.76572 -5.02454 -0.41459
H 0.43148 -4.76361 0.70569
H 3.88764 1.92304 -0.06943
H 2.08619 5.25731 -1.62813
H 2.34278 5.95451 -0.01175
H 3.52608 4.79778 -0.63894
H 0.94882 4.78419 1.86886
H 2.73328 4.63261 1.74760
H 1.77474 3.13984 1.99851
Sn -0.85768 0.05093 -3.04800
```

Results
Total charge = +1
Gap between HOMO and LUMO = 4.05 eV
Max |F| = 2.610 eV/Å
Calculated total energy = -77387.20525 eV

---

# 3
Entry from the OMol25 dataset: a cluster of 2 separate species, C12H30BI2N5O4P in total (ωB97M-V/def2-TZVPD).

```
55
C12H30BI2N5O4P ωB97M-V/def2-TZVPD
C 3.35034 4.55261 -0.76540
C 3.98578 3.35588 -1.72348
C 2.90973 2.12121 -1.87229
N 3.25018 0.94548 -0.93148
N 2.09029 0.62099 -0.25127
C 2.20113 0.14774 1.18039
N 3.28886 0.04036 2.01004
P 3.31335 -0.58673 3.67651
N 2.22411 0.29787 4.77603
O 4.93584 -0.20436 4.29048
N 0.78770 -0.26635 1.51781
C -0.14297 0.75568 2.11949
C -0.37762 2.11325 1.23480
C -1.97261 2.57691 1.40657
I -2.44506 4.27486 0.09994
C 0.33265 -1.04606 0.30897
I -1.78870 -1.36109 -0.10316
C 1.07854 -0.27128 -0.93020
B 1.49762 -1.18996 -2.22441
O 2.56015 -2.21051 -2.28579
O 0.67839 -1.00490 -3.47168
H 2.66105 5.28250 -1.40949
H 2.72739 4.07988 0.11022
H 4.24422 5.22200 -0.36300
H 5.06325 3.01971 -1.40145
H 4.08568 3.83927 -2.80775
H 1.80644 2.47996 -1.66937
H 2.93730 1.71330 -2.98455
H 3.99359 1.34070 -0.31617
H 4.22571 0.34685 1.60825
H 1.77697 -0.46408 5.36953
H 2.74962 0.92790 5.43562
H 4.84228 0.60941 4.90098
H 0.30248 1.11718 3.16659
H -1.22221 0.33643 2.38632
H -0.13558 2.02004 0.09448
H 0.25075 3.00764 1.71460
H -2.59661 1.59107 1.16166
H -2.10806 2.81726 2.56630
H 0.89162 -2.10094 0.29214
H 0.31264 0.48664 -1.39193
H 2.07008 -3.06010 -2.56602
H -0.21682 -0.58238 -3.23175
C -5.91612 -3.03701 -2.47550
C -5.31440 -3.98542 -1.45080
C -6.20733 -5.19466 -1.22345
O -5.13203 -3.29444 -0.21771
H -6.88614 -2.65705 -2.13569
H -5.26870 -2.16535 -2.61987
H -6.05434 -3.53444 -3.44043
H -4.32677 -4.31576 -1.79047
H -7.18775 -4.89124 -0.83922
H -5.76774 -5.86231 -0.47458
H -6.35431 -5.75686 -2.15080
H -6.00390 -2.99732 0.09147
```

Results
Total charge = +1
Gap between HOMO and LUMO = 7.88 eV
Max |F| = 6.582 eV/Å
Calculated total energy = -54727.74898 eV

---

# 4
Entry from the OMol25 dataset: a cluster of 2 separate species, C12H30BN4O4 in total (ωB97M-V/def2-TZVPD).

```
51
C12H30BN4O4 ωB97M-V/def2-TZVPD
C 3.01372 3.23047 5.75093
C 1.61754 2.67394 6.02224
O 0.67998 3.16917 5.04486
B 0.17369 2.38778 4.07493
O -0.41313 1.20180 4.34814
N 0.24445 2.83948 2.62804
C 1.11117 2.32608 1.71712
N 2.39408 2.62638 1.83434
C 3.50342 1.89761 1.16072
C 2.97329 1.12690 -0.03798
C 1.70950 0.44080 0.44548
N 0.67430 1.47986 0.68641
H 3.75004 2.43264 5.64660
H 3.35395 3.89469 6.54151
H 3.00792 3.80268 4.82095
H 1.60428 1.58268 6.02451
H 1.25430 2.98771 6.99772
H -0.72859 0.71512 3.58024
H -0.37887 3.57006 2.30826
H 2.60833 2.88672 2.79720
H 3.92979 1.23441 1.91563
H 4.27461 2.61353 0.88501
H 3.73905 0.45438 -0.41880
H 2.71086 1.82960 -0.83282
H 1.91754 -0.01246 1.41828
H 1.30368 -0.32330 -0.21105
H 0.55192 2.03623 -0.15998
C -3.68083 -0.28886 -1.78118
O -3.78251 -1.69310 -1.81797
C -4.29305 -2.22446 -3.03877
C -3.22176 -2.95942 -3.81259
N -2.21027 -2.04034 -4.31014
C -1.02378 -2.66240 -4.88276
C -0.18041 -3.57222 -3.99794
O 0.49885 -2.90423 -2.94327
C -0.26204 -2.68124 -1.77793
H -3.48065 -0.00862 -0.74724
H -2.87004 0.09470 -2.41381
H -4.61207 0.19107 -2.09778
H -4.72818 -1.42476 -3.64551
H -5.08718 -2.92916 -2.78263
H -3.69186 -3.46666 -4.66060
H -2.81139 -3.73700 -3.15325
H -1.93339 -1.42202 -3.55959
H -0.37678 -1.85939 -5.24429
H -1.32703 -3.24086 -5.76161
H 0.60200 -4.00390 -4.62501
H -0.76038 -4.40841 -3.59022
H -0.97891 -3.48546 -1.59155
H -0.80750 -1.73142 -1.81286
H 0.43833 -2.64681 -0.94001
```

Results
Total charge = +1
Gap between HOMO and LUMO = 6.40 eV
Max |F| = 2.183 eV/Å
Calculated total energy = -27752.15902 eV

---

# 5
Entry from the OMol25 dataset: a structure of composition C12H30BeF2N2O4 (ωB97M-V/def2-TZVPD).

```
51
C12H30BeF2N2O4 ωB97M-V/def2-TZVPD
Be 23.47252 -1.65326 -13.71676
F 24.43299 -3.09235 -11.78934
F 21.70205 -3.04837 -12.40351
C 21.41366 1.29107 -12.41195
O 22.47015 0.32814 -12.18219
C 23.44112 0.83499 -11.32459
C 24.78731 0.24107 -11.48849
N 25.13582 0.15478 -12.91608
C 26.42816 -0.54117 -13.04802
C 26.78989 -0.92563 -14.52730
O 25.54676 -1.08986 -15.11711
C 25.44357 -1.16312 -16.55862
H 20.51898 0.77709 -12.76334
H 21.70336 1.97550 -13.20927
H 21.22429 1.96212 -11.57414
H 23.06642 0.66714 -10.31487
H 23.67057 1.88358 -11.51407
H 24.86898 -0.76460 -11.07613
H 25.55624 0.80396 -10.95935
H 25.49500 1.07935 -13.10646
H 26.65286 -1.42087 -12.44491
H 27.15319 0.25184 -12.86479
H 27.40644 -1.82398 -14.55795
H 27.31555 -0.10723 -15.01925
H 24.42640 -1.17858 -16.95006
H 26.04854 -1.99153 -16.92719
H 25.81526 -0.22231 -16.96463
C 25.41079 -4.22224 -15.01086
O 24.16790 -3.59408 -15.16246
C 23.26292 -4.06151 -16.14503
C 22.17880 -3.05667 -16.60097
N 21.58980 -2.57482 -15.37169
C 20.55812 -1.48947 -15.55189
C 21.23318 -0.18825 -16.05670
O 22.33875 0.02462 -15.22100
C 23.14199 1.16171 -15.69407
H 25.93437 -4.28351 -15.96490
H 25.20101 -5.26238 -14.76147
H 26.08712 -3.66205 -14.36520
H 22.82955 -4.97499 -15.73781
H 23.80087 -4.46830 -17.00131
H 21.51787 -3.57230 -17.29767
H 22.60759 -2.23021 -17.16771
H 21.15262 -3.36284 -14.91562
H 20.05065 -1.24308 -14.61924
H 19.70274 -1.75495 -16.17315
H 20.57202 0.67473 -15.97777
H 21.67079 -0.23583 -17.05386
H 23.96987 1.36923 -15.01609
H 22.64334 2.12949 -15.74735
H 23.54601 0.99206 -16.69210
```

Results
Gap between HOMO and LUMO = 7.29 eV
Max |F| = 3.072 eV/Å
Energy relative to the best compared isomer or geometry (same formula, charge and spin) = 31.4 kcal/mol
Calculated total energy = -29929.66396 eV